Below is a cluster of 2 separate species, C9H11O3 in total, with properties calculated with the ωB97M-V functional and the def2-TZVPD basis.

Geometry as XYZ:
```
23
Properties=species:S:1:pos:R:3:forces:R:3
C -3.838 1.108 -2.314 2.7 4.1 -0.8
C -0.615 0.831 -0.539 4.4 0.3 1.0
C -0.870 0.359 0.755 -2.5 -1.6 -0.6
C -1.537 0.911 -1.527 0.5 1.5 0.4
C -2.872 0.715 -1.246 -1.5 0.5 0.8
C -2.213 0.064 1.033 -2.8 1.8 -2.8
C -3.303 0.362 0.041 6.7 -0.4 -0.4
O 0.136 0.018 1.562 0.5 0.5 0.4
H 0.521 1.097 -0.656 -2.2 -0.6 -0.2
H -1.242 1.486 -2.408 -0.2 -0.7 -0.2
H -2.702 -0.147 1.942 0.5 -0.6 1.6
H -0.134 -0.642 2.210 0.1 0.2 -0.1
H -4.493 0.360 -2.420 -2.9 -2.5 -1.0
H -3.264 1.389 -3.249 -0.6 -1.1 0.7
H -4.282 0.321 0.315 -2.6 -0.3 0.7
H -4.313 2.115 -2.179 -0.1 -1.0 0.6
C 4.724 -1.523 0.146 1.5 1.0 1.7
C 3.389 -1.000 0.583 -0.5 1.0 -0.5
O 2.824 -0.176 -0.159 -0.3 0.6 -1.2
O 2.982 -1.370 1.676 -0.7 -1.2 2.2
H 5.299 -1.753 1.086 -0.5 -0.6 -1.1
H 5.262 -0.694 -0.279 0.3 0.4 -0.6
H 4.622 -2.270 -0.592 0.1 -1.2 -0.6
```
Forces are in eV/Å.

- E_tot: -575.2612 Ha
- LUMO level: 3.121 eV
- Spin multiplicity: 1
- Energy above the lowest of the compared OMol25 structures with the same formula, charge and spin: 255.2 kJ/mol
- Charge: -1
- Highest occupied orbital energy: -3.60 eV